(1)
Molecular formula: C28H66BF4HfO18P2S4
Method: DFT, the ωB97M-V functional and the def2-TZVPD basis

Last column: Mulliken charge in e.
Cartesian coordinates (Å):
1 Hf -2.844 -0.989 1.154  2.117
2 B 1.208 -1.243 -1.358  -0.343
3 F 2.240 -1.526 -0.628  0.162
4 F -1.011 -1.089 0.882  0.133
5 F 0.624 -0.095 -1.323  0.461
6 F 0.491 -2.309 -1.751  -0.259
7 C -4.275 0.193 5.299  -1.092
8 S -3.544 -1.217 4.615  0.530
9 O -3.331 -0.738 3.139  -0.988
10 C -2.125 -1.230 5.695  -1.042
11 H -5.014 0.476 4.545  0.347
12 H -3.479 0.913 5.440  0.367
13 H -4.696 -0.031 6.287  0.466
14 H -2.676 -1.494 6.600  0.510
15 H -1.648 -0.246 5.892  0.367
16 H -1.432 -2.033 5.508  0.347
17 C -4.356 -3.322 -1.964  -0.945
18 S -2.668 -2.820 -1.754  0.935
19 O -2.621 -2.542 -0.205  0.173
20 C -1.982 -4.416 -1.864  -0.922
21 H -4.547 -3.685 -2.989  0.465
22 H -5.047 -2.538 -1.638  0.066
23 H -4.598 -4.156 -1.286  0.379
24 H -0.879 -4.320 -1.949  0.199
25 H -2.406 -4.891 -2.766  0.518
26 H -2.183 -5.038 -0.962  0.223
27 C -4.115 -4.705 3.289  -1.285
28 S -2.875 -4.419 2.134  0.738
29 O -2.412 -3.010 2.413  -0.795
30 C -1.799 -5.791 2.604  -1.209
31 H -4.368 -5.776 3.295  0.472
32 H -5.005 -4.192 2.923  0.375
33 H -3.801 -4.502 4.311  0.379
34 H -1.915 -6.123 3.589  0.478
35 H -0.771 -5.564 2.325  0.310
36 H -2.172 -6.558 1.933  0.467
37 C -2.722 3.252 1.758  -0.484
38 S -1.470 2.233 2.412  0.379
39 O -1.851 1.056 1.509  -0.872
40 C 0.012 3.099 1.989  -1.146
41 H -3.157 2.619 1.000  -0.230
42 H -2.331 4.167 1.300  0.388
43 H -3.470 3.538 2.504  0.446
44 H 0.839 2.383 1.961  0.257
45 H 0.114 3.593 2.955  0.545
46 H -0.007 3.838 1.197  0.433
47 C -1.700 -0.399 -5.079  -1.192
48 C -2.561 0.604 -4.343  -0.102
49 O -2.860 0.049 -3.031  0.337
50 P -3.650 0.754 -1.889  0.048
51 O -3.788 -0.091 -0.652  -0.387
52 O -3.031 2.100 -1.474  -0.029
53 C -2.630 3.390 -1.968  -0.671
54 C -1.116 3.533 -1.761  -0.537
55 O -5.074 1.169 -2.557  -0.389
56 C -6.320 0.493 -2.502  -0.017
57 C -7.190 1.531 -1.829  -1.092
58 H -2.275 -1.298 -5.288  0.310
59 H -1.315 0.061 -5.995  0.456
60 H -0.894 -0.682 -4.419  0.174
61 H -1.989 1.515 -4.137  0.188
62 H -3.458 0.783 -4.921  0.330
63 H -3.032 3.536 -2.973  0.429
64 H -3.227 4.079 -1.366  0.399
65 H -0.636 2.969 -2.585  0.065
66 H -0.848 4.566 -1.948  0.604
67 H -0.768 3.122 -0.831  -0.136
68 H -6.689 0.157 -3.427  0.391
69 H -6.169 -0.359 -1.833  -0.011
70 H -6.569 2.059 -1.090  0.235
71 H -7.411 2.300 -2.566  0.342
72 H -8.026 1.174 -1.236  0.369
73 C 3.531 0.657 -3.080  -1.081
74 C 2.803 2.002 -3.282  0.477
75 O 3.366 3.111 -2.460  -0.247
76 P 2.839 4.582 -2.656  0.748
77 O 1.591 4.695 -3.413  -0.737
78 O 2.709 5.015 -1.106  -0.273
79 C 3.788 4.724 -0.214  -0.185
80 C 3.205 4.202 1.107  -0.939
81 O 4.113 5.265 -3.221  -0.287
82 C 4.416 6.726 -3.224  -0.277
83 C 5.875 6.776 -3.702  -1.173
84 H 4.585 0.579 -3.429  0.447
85 H 3.551 0.352 -2.029  -0.013
86 H 2.968 -0.043 -3.691  0.418
87 H 2.854 2.287 -4.342  0.395
88 H 1.704 1.882 -3.024  -0.344
89 H 4.434 3.948 -0.596  0.409
90 H 4.284 5.678 -0.006  0.292
91 H 2.393 4.819 1.520  0.330
92 H 2.754 3.228 0.959  -0.024
93 H 3.999 4.066 1.827  0.428
94 H 3.639 7.087 -3.881  0.363
95 H 4.210 7.233 -2.234  0.289
96 H 6.042 6.416 -4.715  0.297
97 H 6.111 7.813 -3.809  0.416
98 H 6.465 6.299 -2.955  0.313
99 C 3.945 -4.203 -1.398  -1.214
100 C 4.062 -4.338 0.073  0.632
101 C 2.808 -3.861 0.780  0.819
102 O 2.776 -4.750 1.849  -0.523
103 C 3.587 -5.906 1.558  0.488
104 O 3.668 -6.812 2.242  -0.435
105 O 4.107 -5.750 0.360  -0.382
106 H 4.756 -4.647 -1.987  0.411
107 H 3.874 -3.153 -1.756  0.072
108 H 3.066 -4.797 -1.689  0.360
109 H 4.931 -3.842 0.532  0.244
110 H 1.856 -4.040 0.262  0.003
111 H 2.889 -2.843 1.107  -0.524
112 C 4.713 -2.563 4.437  -1.500
113 C 3.858 -1.641 3.566  0.775
114 C 3.750 -0.155 3.916  -0.337
115 O 3.832 0.544 2.702  -0.323
116 C 4.395 -0.306 1.725  0.614
117 O 4.684 -0.017 0.640  -0.478
118 O 4.465 -1.551 2.258  -0.322
119 H 5.778 -2.390 4.355  0.356
120 H 4.591 -3.568 3.985  0.280
121 H 4.373 -2.740 5.448  0.395
122 H 2.858 -2.104 3.372  0.033
123 H 4.622 0.105 4.512  0.292
124 H 2.830 0.061 4.486  0.286

largest force on an atom: 4.600 eV/Å
HOMO energy: -0.5595 Ha
orbital gap: 7.3 eV
charge: +3
DFT total energy: -5208.1626 Eh

***

(2)
Molecular formula: C16H17N5O2SZr
Method: DFT, the ωB97M-V functional and the def2-TZVPD basis

Last column: Mulliken charge in e.
Cartesian coordinates (Å):
1 Zr -0.804 -0.333 0.725  1.840
2 N -1.030 -4.813 0.696  -0.382
3 C -0.728 -3.532 0.942  0.785
4 S -2.121 -2.424 0.972  -0.483
5 N 0.514 -3.198 1.114  -1.101
6 N 0.667 -1.838 1.337  0.513
7 C 1.775 -1.495 1.921  -0.429
8 C 2.146 -0.163 2.340  0.647
9 C 3.487 0.051 2.706  -0.727
10 C 3.907 1.284 3.158  -0.796
11 C 2.989 2.322 3.283  -0.392
12 C 1.653 2.140 2.957  -0.741
13 C 1.240 0.907 2.485  0.981
14 O -0.076 0.721 2.159  -0.926
15 H -1.981 -5.137 0.698  0.212
16 H -0.286 -5.492 0.737  0.259
17 H 2.477 -2.301 2.124  0.441
18 H 4.189 -0.769 2.628  0.432
19 H 4.942 1.438 3.429  0.440
20 H 3.313 3.284 3.655  0.422
21 H 0.931 2.935 3.083  0.473
22 C -4.404 1.961 -0.730  -1.380
23 C -3.268 1.027 -0.959  0.672
24 O -2.490 0.708 -0.010  -0.564
25 N -3.045 0.531 -2.162  0.029
26 C -2.005 -0.462 -2.450  -1.376
27 C -0.599 0.101 -2.473  1.177
28 C -0.021 0.524 -3.653  -0.809
29 C 1.279 1.016 -3.648  -0.266
30 C 1.974 1.079 -2.452  -0.924
31 C 1.342 0.644 -1.305  0.154
32 N 0.089 0.155 -1.310  -0.062
33 H -4.443 2.229 0.321  0.344
34 H -5.342 1.490 -1.026  0.402
35 H -4.272 2.861 -1.332  0.390
36 H -3.673 0.797 -2.907  0.291
37 H -2.234 -0.881 -3.427  0.595
38 H -2.092 -1.283 -1.732  0.169
39 H -0.580 0.456 -4.577  0.465
40 H 1.740 1.338 -4.572  0.453
41 H 2.987 1.452 -2.399  0.469
42 H 1.854 0.673 -0.346  0.304

largest force on an atom: 0.727 eV/Å
HOMO energy: -0.5249 Ha
orbital gap: 7.0 eV
charge: +2
ΔE to the lowest compared entry with this formula, charge and spin: 0.0 kJ/mol
DFT total energy: -1489.0477 Eh